Record 1
Formula: C38H47CdFN6O5Sb
Source: OMol25
Level of theory: ωB97M-V/def2-TZVPD

```
99
Properties=species:S:1:pos:R:3:forces:R:3
Cd -1.80903 1.60681 1.85728 0.20 -0.47 0.14
O -5.03476 4.33333 1.35595 0.00 0.06 0.02
C -4.20370 3.45249 1.36500 0.14 -0.07 -0.09
N -2.95211 3.44556 1.90145 -0.24 0.22 0.17
C -2.39058 4.53594 2.49900 0.11 -0.11 -0.16
O -2.86094 5.63620 2.68136 -0.08 0.05 -0.01
C -0.93367 4.31154 2.95474 -0.06 -0.25 -0.14
C -0.27701 5.36508 3.56637 0.04 0.10 0.05
C 1.03256 5.19300 3.97758 0.04 0.03 0.02
C 1.65217 3.96886 3.77169 0.06 0.06 0.03
C 0.93276 2.96662 3.15387 -0.15 -0.04 -0.09
N -0.32656 3.13428 2.74644 -0.01 0.29 0.14
C -4.56161 2.14440 0.62618 0.24 -0.06 0.11
C -5.78698 2.07692 -0.01585 -0.09 0.01 -0.02
C -6.11101 0.93427 -0.72440 -0.02 -0.03 -0.03
C -5.20341 -0.11509 -0.77077 -0.09 0.00 -0.04
C -4.00665 0.02313 -0.09832 0.09 0.08 0.12
N -3.69075 1.12496 0.58399 -0.23 0.22 -0.12
H -0.81754 6.29022 3.70306 0.01 0.01 0.01
H 1.56751 6.00347 4.45695 -0.02 -0.02 -0.01
H 2.67229 3.79054 4.08292 -0.01 0.01 0.00
H 1.37125 1.99289 2.97027 -0.02 -0.02 0.00
H -6.44665 2.92916 0.05792 -0.01 -0.01 -0.01
H -7.06097 0.85931 -1.23871 0.02 0.01 0.02
H -5.41915 -1.02411 -1.31550 0.00 0.02 0.01
H -3.26473 -0.76739 -0.09801 0.01 0.01 0.01
F 2.55190 -2.21054 -2.14249 -0.04 0.16 0.03
C 1.96629 -2.64437 -1.00156 0.02 0.04 0.04
C 1.13565 -1.79548 -0.33109 -0.08 0.17 -0.06
C 0.52749 -2.18647 0.86191 -0.01 -0.02 0.01
C -0.33761 -1.23456 1.58146 -0.02 -0.06 0.08
O -0.52435 -0.12100 1.05533 -0.01 0.18 -0.16
C -0.87350 -1.70650 2.82377 0.05 -0.03 -0.08
C -0.59128 -2.98203 3.20506 0.07 -0.09 -0.04
N 0.16572 -3.87152 2.52200 -0.03 -0.04 -0.04
C 0.36390 -5.20207 3.05503 0.07 0.11 -0.05
C -0.23634 -6.36840 2.32368 -0.03 -0.08 -0.09
C -0.81069 -5.91806 3.63321 -0.11 -0.01 0.06
C 0.77362 -3.47432 1.34294 -0.02 -0.02 0.15
C 1.62124 -4.33243 0.63675 0.02 -0.18 0.00
C 2.24268 -3.93566 -0.53374 -0.02 -0.09 -0.04
N 3.08116 -4.85170 -1.22412 0.07 -0.04 0.07
C 3.58517 -4.52975 -2.55837 -0.01 -0.19 0.02
C 4.28256 -5.78181 -3.11568 -0.09 -0.01 0.03
N 3.68314 -6.98164 -2.43421 0.09 0.11 0.05
C 4.11430 -7.02539 -0.98788 -0.01 0.02 -0.05
C 4.08407 -5.58800 -0.46163 0.00 0.13 -0.10
C -1.76189 -0.93805 3.81617 -0.03 0.14 -0.01
O -2.17266 -1.58158 4.77456 0.02 0.11 -0.10
O -1.96839 0.28958 3.56577 -0.03 -0.21 0.18
H 0.95655 -0.79555 -0.71091 0.00 -0.15 0.07
H -1.01647 -3.31952 4.14116 -0.01 -0.01 0.00
H 1.32427 -5.34369 3.53608 0.03 0.01 0.00
H 0.32526 -7.29351 2.28820 -0.01 0.04 0.03
H -0.80930 -6.14700 1.43147 0.02 0.02 0.05
H -0.64264 -6.51861 4.51559 0.02 0.01 -0.03
H -1.76785 -5.41374 3.60898 0.04 -0.03 -0.01
H 1.76350 -5.33782 1.00638 0.03 0.00 -0.02
H 4.29799 -3.70230 -2.56936 0.05 -0.02 0.00
H 2.74944 -4.25852 -3.19812 0.00 0.00 -0.01
H 5.34726 -5.80702 -2.90020 0.05 -0.01 0.02
H 4.14192 -5.87340 -4.18877 -0.02 -0.04 -0.02
H 3.91798 -7.84897 -2.91218 0.04 -0.03 -0.03
H 2.66852 -6.87216 -2.44964 -0.07 -0.01 0.00
H 5.11014 -7.46094 -0.94899 0.01 -0.02 -0.03
H 3.41544 -7.67427 -0.46535 -0.03 -0.01 -0.01
H 5.07037 -5.11984 -0.56294 0.02 0.00 0.01
H 3.84891 -5.59969 0.59539 -0.06 0.04 0.07
C 0.30366 5.33555 -3.43950 -0.04 0.09 0.01
C -0.82192 5.21352 -2.41629 0.01 0.11 0.16
C -0.95315 6.49625 -1.58562 -0.01 0.00 -0.11
Sb -0.65311 3.52916 -1.04844 0.05 -0.16 -0.11
C -1.37349 1.93889 -2.35841 -0.01 0.10 -0.04
C -2.84420 2.20718 -2.68463 0.00 -0.05 0.01
C -0.57042 1.70268 -3.63387 -0.09 -0.05 0.00
C 1.47644 3.17784 -1.24593 0.01 -0.07 0.16
C 1.82815 1.76981 -0.75972 0.04 0.11 -0.07
C 2.22021 4.24372 -0.44022 0.04 -0.03 -0.04
H 0.09082 6.16166 -4.12749 0.03 -0.04 0.04
H 0.43983 4.43498 -4.03821 -0.01 0.00 0.01
H 1.25767 5.56095 -2.95456 -0.05 -0.02 -0.02
H -1.76892 5.04171 -2.93507 0.01 -0.02 -0.02
H -0.03354 6.70406 -1.02941 -0.03 -0.02 -0.02
H -1.76896 6.44014 -0.86236 0.01 -0.01 -0.02
H -1.14053 7.35825 -2.23525 0.02 -0.05 0.03
H -1.31330 1.05019 -1.72011 0.00 -0.04 0.00
H -2.94480 3.06844 -3.35059 0.00 -0.02 0.01
H -3.44333 2.41118 -1.79244 0.06 -0.01 -0.07
H -3.29448 1.34819 -3.19536 0.02 0.05 0.00
H -0.64766 2.55823 -4.30799 -0.01 -0.01 0.01
H -0.96409 0.83394 -4.17685 0.03 0.04 0.02
H 0.48947 1.52261 -3.44612 0.01 0.01 0.02
H 1.72949 3.27376 -2.30285 0.05 -0.01 -0.02
H 1.41852 1.56778 0.23609 0.02 0.03 -0.04
H 2.91619 1.63579 -0.70369 -0.06 0.01 -0.02
H 1.43691 1.00555 -1.43764 0.00 0.11 0.01
H 1.99767 4.15668 0.62839 -0.01 0.00 -0.04
H 1.95242 5.25805 -0.74719 0.01 -0.04 0.01
H 3.30424 4.13922 -0.56277 -0.04 0.00 0.03
```
Positions in Å, forces in eV/Å.

Properties
Spin multiplicity: 1
Total charge: +1
ΔE to the lowest compared entry with this formula, charge and spin, kJ/mol: 0.0
Max |F|, eV Å⁻¹: 0.54
Total energy, a.u.: -2688.6141

Here are the Löwdin charges for atoms 1 to 8, given in e: 1.36, 0.09, -0.46, -0.01, -0.47, 0.09, -0.20, 0.01

=====

Record 2
Formula: C38H47Cl3IN5O5SSi2Zr
Source: OMol25
Level of theory: ωB97M-V/def2-TZVPD

```
103
Properties=species:S:1:pos:R:3:forces:R:3
Zr 1.51781 1.19875 0.42333 -1.39 0.02 0.07
C -0.08675 4.60852 -0.41065 -0.09 0.01 0.07
C 0.67030 3.75655 -1.17196 0.10 -0.10 0.06
C 0.13163 2.41127 -1.03651 0.12 -0.13 -0.02
C -1.05859 2.56204 -0.21527 -0.03 -0.08 -0.08
C -1.15985 3.86905 0.17838 0.11 0.07 0.06
H 0.10201 5.66370 -0.27378 0.00 0.00 0.00
H 1.51958 4.03574 -1.77478 0.01 -0.01 0.00
H 0.15237 1.68223 -1.84769 -0.05 0.10 -0.06
H -1.72516 1.76017 0.05336 -0.07 -0.05 0.01
H -1.89989 4.27010 0.85710 -0.02 0.00 -0.02
N 2.67051 -1.03246 -3.32732 0.04 0.06 -0.02
C 1.94615 -0.54794 -2.31641 0.05 0.00 0.00
N 2.40002 -0.38939 -1.11083 0.21 0.17 -0.24
C 3.70398 -0.78331 -0.80982 0.01 -0.05 0.05
N 4.13336 -0.79024 0.39876 -0.08 -0.10 0.04
N 3.14266 -0.42896 1.32517 0.24 0.41 -0.15
C 3.49704 -0.68696 2.52466 0.02 0.00 0.05
C 2.59497 -0.54907 3.67432 0.08 0.02 -0.08
C 3.11558 -0.28639 4.93401 -0.02 0.02 0.04
C 2.22711 -0.13668 5.98571 0.01 0.00 0.00
C 0.87297 -0.28197 5.73771 -0.02 0.00 -0.01
C 0.45755 -0.58201 4.44441 0.01 0.01 0.01
N 1.29755 -0.71446 3.42876 -0.05 0.00 -0.01
C 4.58104 -1.19814 -1.90625 -0.03 0.01 0.04
C 5.93866 -1.46431 -1.72568 0.00 0.00 0.00
C 6.71333 -1.85962 -2.79540 -0.02 0.00 -0.03
C 6.14010 -1.99682 -4.06118 0.03 -0.01 0.02
C 4.80099 -1.73313 -4.25872 -0.02 0.01 0.01
C 4.02748 -1.32821 -3.17550 -0.04 -0.02 -0.05
H 2.23089 -1.12982 -4.22884 0.02 -0.01 0.01
H 0.90695 -0.30263 -2.52536 0.03 0.07 0.00
H 4.50810 -1.05507 2.68919 -0.02 -0.03 0.00
H 4.18210 -0.17020 5.07417 0.00 0.01 0.00
H 2.58594 0.09553 6.97945 0.00 0.00 0.00
H 0.14306 -0.16781 6.52766 0.00 0.00 0.00
H -0.59378 -0.71415 4.21169 0.00 0.00 0.01
H 6.35734 -1.35004 -0.73574 0.00 0.00 0.00
H 7.76588 -2.06270 -2.65530 0.00 0.00 0.00
H 6.74950 -2.30830 -4.89893 0.01 0.00 0.00
H 4.35284 -1.83091 -5.23986 0.00 0.00 0.00
Cl 3.47580 2.28313 -1.04069 0.40 -0.01 -0.30
Si 3.15531 3.35335 0.93289 0.33 -0.23 0.39
Cl 3.51146 5.32897 0.48527 -0.02 0.10 0.00
Cl 4.94506 2.70751 1.83195 0.04 0.17 0.02
C -5.47430 -0.39006 -0.42781 0.00 0.01 -0.01
C -4.13493 -0.70600 0.22114 0.03 0.02 0.01
C -4.07603 -2.16901 0.64269 0.00 0.00 0.01
C -3.89262 0.19202 1.42728 0.04 0.02 0.01
O -3.14201 -0.40009 -0.77402 0.00 -0.04 0.01
Si -1.64895 -0.98128 -1.08222 0.12 -0.01 0.01
S -0.23416 -0.71949 0.43158 -0.20 -0.04 0.20
O -1.13132 -0.21208 -2.45074 -0.02 -0.01 0.06
C -1.85579 0.18524 -3.63143 -0.01 -0.01 -0.03
C -2.76492 -0.94558 -4.09582 -0.02 0.00 0.01
C -0.78311 0.46687 -4.67755 -0.02 0.03 0.01
C -2.65582 1.44864 -3.34042 0.01 0.00 0.01
O -1.86198 -2.58122 -1.36830 0.01 0.00 -0.19
C -0.95800 -3.66224 -1.61785 -0.06 0.02 0.09
C 0.33437 -3.17306 -2.26560 -0.04 -0.05 0.05
C -1.69088 -4.61142 -2.55574 0.00 -0.03 0.01
C -0.65948 -4.34114 -0.28654 0.03 -0.02 0.00
H -6.28982 -0.53839 0.28188 0.00 0.00 0.00
H -5.63888 -1.03975 -1.28886 0.00 0.00 0.00
H -5.48934 0.64708 -0.76572 -0.01 0.00 0.00
H -4.85937 -2.36418 1.37767 0.00 0.00 -0.01
H -3.11161 -2.40361 1.09741 0.00 0.00 0.00
H -4.21954 -2.82726 -0.21319 0.00 0.00 -0.01
H -4.63929 -0.00073 2.20052 0.00 0.01 -0.01
H -3.95056 1.24342 1.13875 0.02 0.01 -0.01
H -2.90183 -0.00933 1.83832 0.02 0.03 0.02
H -2.17989 -1.82977 -4.35629 0.00 -0.01 0.01
H -3.33199 -0.63176 -4.97383 0.02 -0.01 -0.01
H -3.46949 -1.21929 -3.31010 -0.01 0.01 0.00
H -0.18206 -0.43269 -4.84439 0.00 0.00 -0.01
H -0.13629 1.28382 -4.34770 0.01 -0.03 0.00
H -1.23350 0.75249 -5.62880 0.00 0.00 0.00
H -3.38487 1.26164 -2.55362 -0.01 -0.01 -0.01
H -3.18106 1.76968 -4.24212 0.00 0.01 0.00
H -1.99841 2.25382 -3.00995 0.01 -0.01 0.01
H 0.11502 -2.62826 -3.18716 -0.03 -0.01 -0.01
H 0.97400 -4.02436 -2.50607 0.02 -0.01 -0.01
H 0.87311 -2.51862 -1.57732 -0.09 -0.14 0.02
H -1.90661 -4.11917 -3.50525 0.00 0.01 0.00
H -2.63588 -4.91961 -2.10708 0.01 0.00 0.00
H -1.08932 -5.50112 -2.75055 0.00 0.00 0.00
H -0.16033 -3.64380 0.38737 -0.01 0.00 0.00
H -0.01892 -5.21305 -0.43433 0.00 0.00 0.00
H -1.59107 -4.66763 0.17825 0.00 0.00 -0.01
I -4.18697 4.05665 6.63438 -0.01 0.00 0.01
C -2.50348 3.50814 5.52787 -0.03 0.01 0.02
C -2.66691 2.78457 4.35573 0.04 0.00 0.00
C -1.54416 2.42382 3.62636 -0.02 0.03 -0.02
C -0.27644 2.77506 4.07176 0.00 0.06 -0.06
C -0.12805 3.50304 5.24537 0.00 -0.03 0.03
C -1.24283 3.87646 5.97911 0.02 -0.02 -0.02
C 0.93877 2.36772 3.30096 -0.12 -0.12 0.00
O 2.06588 2.54899 3.71712 0.05 0.12 -0.02
O 0.66919 1.77087 2.16471 0.35 -0.18 -0.01
H -3.65431 2.50894 4.01114 0.00 0.00 0.00
H -1.63899 1.87516 2.69996 -0.02 -0.04 -0.04
H 0.86859 3.76837 5.57306 0.00 0.01 0.00
H -1.13355 4.44763 6.89048 0.00 0.00 0.00
```
Positions in Å, forces in eV/Å.

Properties
Spin multiplicity: 1
ΔE to the lowest compared entry with this formula, charge and spin, kJ/mol: 303.5
Max |F|, eV Å⁻¹: 1.40
Total energy, a.u.: -4829.1591

Here are the Löwdin charges for atoms 1 to 8, given in e: 1.31, -0.13, -0.23, -0.40, -0.19, -0.11, 0.09, 0.06